A cluster of 2 separate species, C9H21ClNP in total at a distorted geometry. Source: the OMol25 dataset; level of theory: ωB97M-V/def2-TZVPD.

* ⟨S²⟩: 2.006
* spin multiplicity: 3
* calculated total energy: -1211.583620 hartree
* frontier orbital gap (alpha / beta): 0.2088 / 0.2651 hartree

```
33
C9H21ClNP | the OMol25 dataset | ωB97M-V/def2-TZVPD
C -2.275 2.827 0.155
C -0.809 -0.953 -2.034
C -3.072 -1.060 1.520
C 2.627 -0.250 1.802
C 3.141 -1.537 -0.252
C 3.756 0.895 -0.182
C -1.913 -0.181 -1.449
C -1.732 -0.886 0.898
C 3.136 -0.244 0.549
N -1.531 0.107 -0.058
P -0.982 1.539 0.663
Cl 0.376 2.042 -0.830
H -1.645 3.734 -0.347
H -2.898 3.129 0.940
H 0.004 -0.326 -2.133
H -0.585 -1.767 -1.366
H -1.032 -1.281 -3.008
H -3.409 -0.126 2.150
H -3.776 -1.374 0.769
H -3.003 -1.774 2.292
H 2.630 0.665 2.417
H -2.809 2.434 -0.662
H 2.030 -1.190 2.051
H 3.499 -2.254 0.546
H 3.943 -1.628 -0.979
H 2.213 -1.748 -0.621
H 4.820 0.816 -0.422
H 3.307 0.856 -1.189
H 3.343 1.777 0.137
H -1.826 0.800 -1.964
H -3.021 -0.459 -1.425
H -0.857 -0.647 1.524
H -1.652 -1.936 0.508
```